Entry from the OMol25 dataset: 7 unconnected molecules or ions with the total composition C48H88F12N8O9S4 (ωB97M-V/def2-TZVPD).

## Properties
**Total charge**: +4
**LUMO level**: -8.32 eV
**Gap between HOMO and LUMO**: 6.17 eV

```
169
Properties=species:S:1:pos:R:3:mulliken_charge:R:1
C 0.93 -1.33 -3.03 -1.250
C 0.35 -1.89 -4.34 0.075
C 1.47 -2.04 -5.38 -0.910
N 1.14 -2.84 -6.62 0.240
C 2.40 -2.94 -7.47 -0.667
C 2.74 -1.63 -8.17 -0.523
C 1.52 -0.98 -8.80 -0.805
C 0.34 -0.83 -7.86 -0.452
C -0.01 -2.22 -7.36 -0.698
C 0.73 -4.23 -6.29 -1.031
H 0.09 -1.09 -2.39 0.010
H 1.53 -0.42 -3.14 0.393
H 1.61 -2.05 -2.57 0.556
H -0.39 -1.21 -4.76 0.188
H -0.13 -2.84 -4.12 0.119
H 2.36 -2.50 -4.95 0.330
H 1.76 -1.06 -5.73 0.381
H 3.18 -3.30 -6.81 0.389
H 2.21 -3.73 -8.20 0.435
H 3.17 -0.96 -7.42 0.286
H 3.51 -1.80 -8.92 0.441
H 1.81 -0.04 -9.28 0.394
H 1.22 -1.59 -9.66 0.298
H 0.46 -0.09 -7.07 0.236
H -0.45 -0.38 -8.46 0.408
H -0.90 -2.23 -6.74 0.470
H -0.18 -2.79 -8.27 0.466
H 0.50 -4.80 -7.19 0.446
H -0.17 -4.19 -5.68 0.440
H 1.55 -4.72 -5.76 0.373
C -2.09 -11.24 2.86 -1.442
C -0.98 -10.21 2.76 -0.079
C -1.51 -8.99 2.06 -0.780
N -0.48 -7.89 1.81 0.174
C -1.26 -6.76 1.15 -0.803
C -0.44 -5.50 0.89 -0.782
C 0.09 -4.97 2.23 0.396
C 0.88 -6.06 2.92 -0.380
C 0.10 -7.35 3.10 -1.126
C 0.60 -8.36 0.89 -1.050
H -2.92 -10.89 3.48 0.368
H -1.74 -12.18 3.28 0.400
H -2.56 -11.51 1.91 0.361
H -0.15 -10.64 2.19 0.343
H -0.54 -9.99 3.73 0.348
H -2.32 -8.49 2.60 0.329
H -1.87 -9.23 1.06 0.411
H -2.03 -6.51 1.88 0.390
H -1.74 -7.13 0.25 0.542
H -1.14 -4.78 0.47 0.286
H 0.36 -5.69 0.18 0.272
H -0.74 -4.62 2.84 0.276
H 0.74 -4.16 1.91 -0.292
H 1.26 -5.76 3.89 0.547
H 1.74 -6.25 2.26 0.175
H -0.75 -7.18 3.76 0.351
H 0.73 -8.15 3.49 0.501
H 1.18 -7.51 0.58 0.477
H 0.19 -8.97 0.10 0.276
H 1.29 -8.92 1.52 0.433
C 4.33 -4.78 3.64 -1.616
C 4.00 -3.62 2.68 0.392
C 5.16 -2.64 2.59 -1.014
N 4.76 -1.18 2.36 0.335
C 4.14 -0.64 3.62 -0.785
C 3.85 0.86 3.49 0.146
C 5.13 1.60 3.16 -0.909
C 5.75 1.08 1.87 -0.546
C 6.00 -0.42 1.94 -0.663
C 3.78 -1.15 1.23 -1.078
H 5.38 -5.07 3.61 0.400
H 3.78 -5.70 3.47 0.327
H 4.07 -4.41 4.63 0.408
H 3.05 -3.20 2.99 -0.034
H 3.87 -4.02 1.67 0.406
H 5.81 -2.87 1.75 0.398
H 5.78 -2.62 3.49 0.506
H 4.86 -0.81 4.42 0.403
H 3.24 -1.21 3.85 0.488
H 3.38 1.21 4.41 0.462
H 3.10 0.93 2.69 -0.317
H 5.86 1.55 3.97 0.338
H 4.91 2.66 3.04 0.460
H 6.68 1.58 1.64 0.448
H 5.08 1.28 1.03 0.178
H 6.74 -0.70 2.69 0.462
H 6.33 -0.82 0.98 0.441
H 4.22 -1.76 0.45 0.352
H 3.59 -0.13 0.92 0.140
H 2.85 -1.56 1.61 0.462
C -1.15 11.38 -2.10 -1.026
N -1.38 9.93 -2.32 0.198
C -2.32 9.33 -1.57 -0.682
C -2.54 7.98 -1.72 -0.660
C -1.71 7.26 -2.57 1.038
C -0.68 7.89 -3.24 -0.309
C -0.57 9.26 -3.15 -0.639
C -1.89 5.78 -2.64 0.844
C -2.05 4.97 -1.51 -0.796
C -2.22 3.61 -1.63 -0.761
N -1.98 3.03 -2.83 0.249
C -1.72 3.75 -3.93 -0.300
C -1.75 5.13 -3.86 -0.696
C -1.98 1.56 -2.91 -1.630
H -2.10 11.86 -1.93 0.352
H -0.73 11.84 -2.99 0.422
H -0.44 11.46 -1.27 0.438
H -2.85 9.98 -0.90 0.833
H -3.30 7.49 -1.13 0.556
H 0.10 7.31 -3.71 0.454
H 0.20 9.83 -3.63 0.367
H -2.20 5.39 -0.53 0.412
H -2.42 2.95 -0.80 0.567
H -1.31 3.31 -4.82 0.439
H -1.68 5.73 -4.76 0.571
H -2.81 1.18 -2.32 0.427
H -0.99 1.14 -2.75 0.603
H -2.26 1.26 -3.93 0.551
C -4.67 -1.13 3.96 -0.911
N -4.76 0.06 4.87 -0.003
C -6.11 0.05 5.52 -0.812
C -3.71 -0.14 5.93 -0.824
C -4.41 1.38 4.24 -0.584
C -5.07 1.77 2.94 -0.479
O -6.49 1.72 3.14 -0.545
H -4.95 -2.00 4.54 0.438
H -3.70 -1.21 3.48 0.263
H -5.41 -0.95 3.18 0.411
H -6.22 -0.90 6.05 0.401
H -6.85 0.22 4.75 0.369
H -6.15 0.89 6.21 0.353
H -3.95 -1.05 6.46 0.403
H -3.74 0.72 6.59 0.404
H -2.74 -0.27 5.45 0.320
H -3.34 1.26 4.04 0.427
H -4.55 2.19 4.95 0.450
H -4.80 1.08 2.14 0.292
H -4.81 2.81 2.73 0.396
H -6.92 1.68 2.28 0.342
C -1.34 -1.69 0.78 0.388
F -2.33 -2.51 1.11 -0.218
F -0.34 -1.69 1.64 -0.122
F -0.93 -2.05 -0.44 -0.170
S -2.03 0.05 0.82 0.781
O -3.13 0.05 -0.12 -0.752
O -2.46 0.27 2.17 -0.476
N -0.80 0.96 0.22 -0.102
S -0.19 1.76 1.47 1.130
O -1.08 2.77 1.96 -0.633
O 0.46 0.88 2.42 -0.510
C 1.26 2.57 0.70 0.227
F 2.10 1.67 0.20 -0.177
F 0.88 3.44 -0.24 -0.152
F 1.88 3.26 1.64 -0.216
C 1.00 6.60 0.36 0.529
F 0.26 6.17 -0.69 -0.023
F 0.46 6.16 1.49 -0.233
F 2.22 6.07 0.24 -0.213
S 1.16 8.44 0.30 0.861
O 2.28 8.78 1.09 -0.570
O 1.29 8.67 -1.12 -0.641
N -0.33 8.86 0.82 -0.182
S -0.12 10.29 1.51 0.873
O 0.47 10.27 2.81 -0.551
O 0.43 11.25 0.57 -0.715
C -1.85 10.95 1.69 0.611
F -2.61 10.03 2.31 -0.256
F -1.87 12.08 2.32 -0.174
F -2.40 11.08 0.45 -0.201
```